No. 1
Computed, not measured: a 5-piece molecular cluster, C16H46N4O5 overall at a distorted geometry, with the ωB97M-V functional and the def2-TZVPD basis.

Structure (XYZ):
```
71
Properties=species:S:1:pos:R:3:forces:R:3
C 2.45335 2.29151 -0.88304 0.5 -0.4 -0.8
O 1.95759 2.41589 0.42026 0.1 0.0 0.1
C 2.91007 2.99728 1.29373 0.2 -0.1 0.1
C 2.58493 2.59841 2.71956 -0.2 0.1 0.6
C 1.42079 3.41031 3.29920 0.3 0.2 0.0
N 3.80710 2.68972 3.53304 -0.1 0.0 -0.3
H 2.79669 3.23853 -1.31582 -0.2 0.1 0.1
H 1.69985 1.84866 -1.53468 -0.3 0.2 0.2
H 3.31120 1.60217 -0.94106 0.0 0.1 0.3
H 3.92564 2.64639 1.07364 -0.1 -0.1 -0.1
H 2.91300 4.09022 1.17990 -0.1 0.0 0.0
H 2.30781 1.53957 2.71902 0.0 0.0 -0.1
H 1.27687 3.16213 4.35265 -0.1 -0.1 0.0
H 0.47602 3.26625 2.77448 0.1 -0.1 -0.1
H 1.68060 4.47336 3.25676 -0.1 0.0 0.0
H 4.19430 3.62662 3.49923 -0.1 0.0 0.1
H 3.59129 2.49146 4.50231 0.0 0.0 0.0
C -5.24167 -0.50129 -0.32494 0.0 -0.1 -0.2
O -4.69376 -0.84616 0.91844 -0.1 -0.1 0.1
C -3.29745 -1.08947 0.87554 -0.2 0.1 -0.2
C -2.87411 -2.37221 0.15202 -0.1 -0.3 0.5
C -3.68298 -3.56874 0.63789 -0.1 0.3 0.2
N -1.45328 -2.62744 0.38441 0.3 0.2 0.0
H -5.13920 -1.30157 -1.06913 0.1 0.0 0.0
H -4.77026 0.40906 -0.72074 -0.1 0.0 0.0
H -6.30640 -0.32628 -0.18034 0.0 0.1 0.0
H -2.79591 -0.22488 0.41321 0.1 0.0 0.1
H -2.98287 -1.15509 1.91822 0.1 0.0 0.0
H -3.04237 -2.28796 -0.92599 0.1 0.2 0.0
H -3.46549 -3.76557 1.69278 0.1 0.0 0.0
H -3.44337 -4.45801 0.05911 0.0 0.0 0.0
H -4.75047 -3.35029 0.59081 0.0 -0.1 -0.2
H -1.30625 -2.92663 1.34442 -0.2 -0.2 0.0
H -0.91734 -1.76265 0.33757 0.0 0.0 -0.3
C -1.88948 1.13290 -2.16391 -0.2 -0.3 0.0
O -1.68034 1.93472 -1.02468 0.3 -0.1 -0.1
C -2.63018 2.97703 -0.91373 0.3 -0.1 0.2
C -2.39406 3.72805 0.38386 -0.3 0.5 0.4
C -2.38221 2.80199 1.58110 -0.2 -0.2 0.6
N -3.41608 4.77143 0.59747 0.0 -0.2 -0.3
H -1.81280 1.72077 -3.08362 0.0 0.0 0.0
H -2.87233 0.64717 -2.10896 0.0 0.1 -0.2
H -1.14639 0.33551 -2.17179 0.1 0.1 0.0
H -2.53133 3.65819 -1.76848 -0.1 0.0 -0.1
H -3.64252 2.54819 -0.89084 0.0 0.1 -0.1
H -1.43503 4.25255 0.36049 0.1 -0.1 -0.2
H -2.28120 3.37043 2.50877 0.1 0.2 -0.1
H -1.57013 2.07775 1.54246 0.0 0.0 -0.1
H -3.32582 2.25581 1.70139 0.0 -0.1 -0.3
H -3.49198 5.36236 -0.22534 0.1 0.1 0.1
H -4.33283 4.34110 0.68817 0.1 -0.1 0.1
C 2.50099 -1.79888 -0.59651 0.2 0.8 0.1
O 2.99590 -3.10542 -0.68348 0.1 -0.1 0.0
C 3.67246 -3.34425 -1.90966 -0.1 0.3 0.7
C 3.87721 -4.83073 -2.04595 -0.4 -0.9 0.0
C 4.80361 -5.18339 -3.19449 0.6 0.2 -0.1
N 2.62492 -5.59170 -2.17247 -0.1 0.2 -0.2
H 1.59229 -1.65014 -1.18906 0.0 -0.1 0.0
H 3.25697 -1.05865 -0.90913 -0.1 -0.2 -0.2
H 2.28352 -1.52305 0.43433 -0.2 -0.5 0.1
H 3.06851 -2.92240 -2.72514 0.1 -0.2 -0.2
H 4.64337 -2.82904 -1.87789 0.0 0.1 -0.2
H 4.33027 -5.21439 -1.12740 0.1 0.3 0.1
H 4.40080 -4.92559 -4.17687 -0.2 0.0 0.1
H 5.03902 -6.24599 -3.18703 -0.2 0.0 0.0
H 5.75795 -4.65379 -3.10030 -0.1 0.0 0.0
H 2.00778 -5.11244 -2.82212 0.0 -0.1 -0.1
H 2.12205 -5.61827 -1.29440 0.1 0.1 0.1
O 0.12794 0.10915 0.55088 0.0 -0.2 0.1
H -0.29049 0.78577 0.00734 -0.2 0.3 0.0
H 0.87574 0.56400 0.95459 0.0 0.2 -0.1
```
Positions in Å, forces in eV/Å.

Summary:
Energy   -33534.315 eV
Structure (SMILES)   COC[C@H](C)N.COC[C@H](C)N.COC[C@H](C)N.COC[C@H](C)N.O
Energy above the lowest of the compared OMol25 structures with the same formula, charge and spin   6.6 kcal per mole
Gap between HOMO and LUMO   9.38 eV
E_LUMO   0.63 eV

Here are the Löwdin charges for atoms 1 to 2, given in e:
1. C -0.1144
2. O -0.2038

=====

No. 2
Computed, not measured: C8H21BI2NOP2Pb as an isolated structure at a distorted geometry, with the ωB97M-V functional and the def2-TZVPD basis.

Structure (XYZ):
```
37
Properties=species:S:1:pos:R:3:forces:R:3
I 0.27637 -0.60234 -5.64390 0.1 -0.4 0.0
I -0.29896 1.87746 -4.98569 -0.1 0.3 0.4
Pb 0.00232 -0.12571 -0.51788 0.1 -4.0 0.1
P -2.39163 -0.18800 -0.47259 -5.1 -1.4 -0.6
C -3.28829 1.31667 -0.07751 1.2 1.2 0.3
C -2.97468 -0.71480 -2.08539 0.6 -0.1 -0.5
H -4.06153 -0.87138 -2.03554 0.2 0.1 0.1
H -4.05793 -1.54818 0.57659 0.2 0.2 -0.2
H -2.47668 -1.65187 -2.36800 -0.2 0.1 0.0
H -2.47226 -2.38997 0.48642 -0.3 0.1 0.1
H -3.03742 2.11242 -0.78974 -0.2 -0.1 0.0
H -2.74444 0.04443 -2.84181 -0.1 -0.1 0.0
C -2.97085 -1.43386 0.69346 1.1 -0.3 0.5
H -4.36725 1.10781 -0.13025 0.2 -0.3 -0.1
H -2.74117 -1.13462 1.72340 -0.1 -0.1 -0.1
H -3.03622 1.66640 0.93209 -0.2 -0.1 -0.1
P 2.39689 -0.10420 -0.46530 5.1 -1.2 -0.6
C 3.23938 1.43002 -0.06460 -1.2 1.1 0.3
C 3.01559 -1.33144 0.70030 -1.1 -0.4 0.5
H 2.54003 -1.56111 -2.36258 0.2 0.1 0.0
H 4.09479 -0.72455 -2.02450 -0.2 0.1 0.1
H 2.74772 0.14351 -2.83328 0.1 -0.1 0.0
C 3.00318 -0.60740 -2.07653 -0.6 -0.1 -0.5
H 2.54933 -2.30330 0.49140 0.2 0.1 0.1
H 4.10603 -1.40923 0.58498 -0.2 0.2 -0.2
H 4.32513 1.25834 -0.11175 -0.2 -0.3 -0.1
H 2.97019 1.77047 0.94369 0.2 -0.1 -0.1
H 2.77444 -1.04115 1.73012 0.1 -0.1 -0.1
H 2.96518 2.21719 -0.77786 0.2 -0.1 0.1
C -0.03330 1.83730 0.01695 -0.3 14.0 3.6
O -0.05430 2.98148 0.35309 0.1 -8.1 -2.3
B 0.00000 0.00026 4.39508 0.0 0.1 0.4
C -0.00002 0.00126 2.85051 0.0 -0.1 3.2
N 0.00034 -0.02212 1.68812 0.0 -0.1 -2.8
H -0.98353 0.56776 4.83273 0.0 0.0 -0.5
H 0.98352 0.56776 4.83274 0.0 0.0 -0.5
H 0.00000 -1.13534 4.83304 0.0 0.0 -0.5
```
Positions in Å, forces in eV/Å.

Summary:
Energy   -52842.688 eV
Net charge   +3
Energy above the lowest of the compared OMol25 structures with the same formula, charge and spin   48.5 kcal per mole
Gap between HOMO and LUMO   3.62 eV
E_LUMO   -13.73 eV

Here are the Löwdin charges for atoms 1 to 2, given in e:
1. I 0.0890
2. I 0.0638

=====

No. 3
Computed, not measured: C7H10S as an isolated structure at a distorted geometry, with the ωB97M-V functional and the def2-TZVPD basis.

Structure (XYZ):
```
18
Properties=species:S:1:pos:R:3:forces:R:3
C -2.51601 -0.40045 0.22508 0.0 -0.1 -0.3
C -1.24093 -1.18168 -0.14329 0.2 0.3 -0.4
C -0.08712 -0.14995 -0.09422 0.0 -0.3 -0.1
C 1.06110 -0.33864 -1.12168 0.0 1.1 -0.1
C 0.84205 -0.17763 1.14171 0.2 0.7 0.4
C -0.80803 1.16418 -0.22237 -0.6 0.3 -0.1
C -2.12872 1.03000 -0.04713 0.5 0.2 -0.1
H -2.80746 -0.54501 1.26571 0.1 0.0 0.2
H -3.37502 -0.71433 -0.36938 0.0 0.0 0.0
H -1.29094 -1.55611 -1.18121 -0.2 0.1 0.4
H -1.06453 -2.03378 0.50526 0.1 -0.1 0.1
H 1.20887 -1.36476 -1.39039 0.0 -0.6 -0.3
H 1.04340 0.30726 -2.02556 -0.2 -0.5 0.6
H 0.64548 0.58752 1.91805 0.0 -0.4 -0.4
H 0.92649 -1.15365 1.60933 -0.1 -0.1 0.0
H -0.26902 2.09671 -0.41756 -0.2 -0.3 0.1
H -2.86142 1.83460 -0.07789 0.2 -0.1 0.0
S 2.31938 0.17916 0.10844 -0.1 0.0 0.1
```
Positions in Å, forces in eV/Å.

Summary:
Energy   -18255.449 eV
Energy above the lowest of the compared OMol25 structures with the same formula, charge and spin   17.7 kcal per mole
Gap between HOMO and LUMO   9.44 eV
E_LUMO   0.93 eV

Here are the Löwdin charges for atoms 1 to 2, given in e:
1. C -0.1789
2. C -0.1213